Entry 1:
Here is a structure of composition C31H31BaCl3GeN3O10P2 from OMol25. Energies are from ωB97M-V/def2-TZVPD.

## Properties
* total charge: -1
* frontier orbital gap: 8.10 eV
* LUMO level: 1.8884 eV

Cartesian coordinates (Å):
Ba  3.104  -0.155  -1.767
C  2.786  0.547  4.088
C  2.963  1.124  2.701
O  3.867  0.792  1.957
N  2.057  2.089  2.375
C  2.145  2.843  1.140
C  0.979  2.603  0.216
C  -0.282  3.117  0.493
C  -1.315  2.897  -0.402
C  -1.046  2.203  -1.570
C  0.239  1.729  -1.769
N  1.224  1.898  -0.888
H  3.489  -0.270  4.219
H  1.769  0.177  4.226
H  2.975  1.315  4.839
H  1.257  2.213  2.972
H  3.059  2.532  0.643
H  2.237  3.911  1.352
H  -0.447  3.689  1.398
H  -2.312  3.263  -0.195
H  -1.815  2.018  -2.307
H  0.500  1.197  -2.682
O  4.519  1.949  -3.810
P  3.882  0.860  -4.862
O  3.943  1.351  -6.246
O  2.581  0.488  -4.194
O  4.934  -0.363  -4.690
P  5.551  -1.283  -3.499
O  4.242  -2.230  -3.153
O  6.644  -2.094  -4.048
O  5.644  -0.448  -2.253
H  5.427  2.144  -4.072
H  4.178  -2.952  -3.788
O  0.997  -3.584  0.150
C  1.124  -2.407  0.476
O  1.582  -1.453  -0.247
C  0.749  -1.984  1.902
C  -0.307  -0.877  1.900
Ge  -2.063  -1.405  1.208
C  -3.163  0.219  1.045
C  -3.902  0.491  -0.105
C  -4.716  1.615  -0.186
C  -4.805  2.488  0.889
C  -4.077  2.232  2.044
C  -3.267  1.107  2.116
C  -2.024  -2.279  -0.527
C  -2.547  -3.554  -0.722
C  -2.481  -4.162  -1.968
C  -1.886  -3.503  -3.034
C  -1.355  -2.233  -2.853
C  -1.428  -1.630  -1.607
C  -3.008  -2.532  2.503
C  -2.386  -3.030  3.645
C  -3.086  -3.807  4.561
C  -4.424  -4.098  4.345
C  -5.061  -3.606  3.213
C  -4.357  -2.829  2.305
H  1.666  -1.620  2.371
H  0.418  -2.867  2.447
H  0.048  -0.046  1.285
H  -0.476  -0.483  2.911
H  -3.837  -0.183  -0.953
H  -5.284  1.807  -1.088
H  -5.442  3.362  0.830
H  -4.145  2.906  2.889
H  -2.713  0.915  3.030
H  -2.992  -4.089  0.109
H  -2.880  -5.160  -2.103
H  -1.821  -3.984  -4.002
H  -0.868  -1.724  -3.677
H  -0.989  -0.652  -1.464
H  -1.340  -2.818  3.827
H  -2.583  -4.188  5.441
H  -4.971  -4.705  5.056
H  -6.107  -3.828  3.040
H  -4.869  -2.446  1.428
Cl  3.496  5.131  -4.888
C  4.487  5.422  -3.467
Cl  6.171  4.960  -3.759
Cl  4.429  7.150  -3.030
C  3.967  4.665  -2.323
N  3.548  4.148  -1.390

Entry 2:
Here is a structure of composition C31H31FN3OsP2S2Te from OMol25. Energies are from ωB97M-V/def2-TZVPD.

## Properties
* total charge: +1
* frontier orbital gap (alpha / beta): 7.07 / 6.53 eV
* LUMO level (alpha / beta): -2.5418 / -4.1850 eV
* 2S+1: 5

Cartesian coordinates (Å):
Os  -0.276  -0.410  -0.312
S  -0.344  -0.018  2.606
P  -0.744  1.730  1.739
C  -0.015  1.563  0.129
P  1.698  1.644  -0.230
S  2.101  -0.367  -0.346
C  2.816  2.444  0.914
C  2.916  1.945  2.214
C  3.725  2.588  3.132
C  4.443  3.717  2.757
C  4.360  4.202  1.461
C  3.544  3.569  0.536
C  1.931  2.418  -1.836
C  2.885  1.930  -2.722
C  3.111  2.584  -3.925
C  2.372  3.711  -4.252
C  1.404  4.188  -3.377
C  1.186  3.546  -2.169
C  -0.130  3.175  2.620
C  -0.185  3.183  4.011
C  0.262  4.291  4.713
C  0.765  5.390  4.033
C  0.813  5.391  2.647
C  0.363  4.284  1.944
C  -2.509  2.022  1.547
C  -3.438  1.054  1.899
C  -4.792  1.308  1.734
C  -5.214  2.520  1.214
C  -4.284  3.492  0.858
C  -2.935  3.244  1.028
H  2.352  1.067  2.506
H  3.796  2.208  4.142
H  5.078  4.214  3.477
H  4.931  5.072  1.169
H  3.479  3.956  -0.472
H  3.463  1.050  -2.468
H  3.864  2.210  -4.606
H  2.547  4.217  -5.191
H  0.821  5.061  -3.634
H  0.418  3.916  -1.500
H  -0.559  2.319  4.547
H  0.220  4.294  5.794
H  1.119  6.250  4.586
H  1.202  6.248  2.113
H  0.402  4.293  0.862
H  -3.101  0.105  2.297
H  -5.516  0.555  2.013
H  -6.270  2.715  1.088
H  -4.614  4.440  0.459
H  -2.217  4.012  0.765
C  -0.232  0.862  -4.711
Te  -0.619  -0.719  -3.355
C  1.173  -1.790  -3.740
H  -0.375  0.493  -5.722
H  0.780  1.220  -4.560
H  -0.938  1.661  -4.498
H  1.943  -1.066  -3.994
H  1.031  -2.496  -4.552
H  1.465  -2.312  -2.832
F  -2.178  -0.504  -0.358
N  -1.911  -5.499  -1.635
C  -1.089  -4.750  -0.863
C  -1.088  -3.343  -0.960
N  -0.270  -2.620  -0.212
C  0.544  -3.246  0.653
C  0.527  -4.625  0.722
N  -0.271  -5.379  -0.024
H  -2.664  -5.071  -2.143
H  -1.970  -6.484  -1.440
H  -1.776  -2.814  -1.607
H  1.180  -2.632  1.273
H  1.179  -5.140  1.415

Entry 3:
Here is a structure of composition C31H31MnN4O4 from OMol25. Energies are from ωB97M-V/def2-TZVPD.

## Properties
* total charge: -1
* frontier orbital gap (alpha / beta): 7.31 / 7.53 eV
* LUMO level (alpha / beta): 2.8932 / 2.8888 eV
* 2S+1: 6

Cartesian coordinates (Å):
Mn  -0.408  -0.606  -0.213
C  -1.911  -2.634  1.834
N  -2.563  -1.507  1.156
C  -3.704  -2.021  0.398
C  -4.153  -1.219  -0.818
C  -3.177  -1.236  -1.995
N  -2.124  -0.244  -1.836
C  -2.183  0.769  -2.610
C  -1.330  1.942  -2.595
C  -1.790  3.072  -3.285
C  -1.104  4.266  -3.285
C  0.100  4.335  -2.571
C  0.595  3.241  -1.906
C  -0.082  1.985  -1.901
O  0.439  0.972  -1.327
C  -2.950  -0.552  2.192
C  -3.503  0.804  1.756
C  -2.578  1.615  0.830
N  -1.204  1.206  1.020
C  -0.434  1.948  1.711
C  0.893  1.579  2.157
C  1.710  2.580  2.700
C  2.948  2.307  3.237
C  3.373  0.971  3.272
C  2.594  -0.039  2.766
C  1.332  0.212  2.153
O  0.651  -0.755  1.654
H  -2.602  -3.118  2.546
H  -1.032  -2.275  2.366
H  -1.590  -3.363  1.093
H  -4.561  -2.166  1.080
H  -3.421  -3.009  0.029
H  -4.399  -0.185  -0.566
H  -5.086  -1.682  -1.160
H  -3.735  -1.038  -2.921
H  -2.710  -2.218  -2.066
H  -2.990  0.813  -3.358
H  -2.730  2.991  -3.823
H  -1.484  5.127  -3.817
H  0.656  5.266  -2.547
H  1.531  3.294  -1.363
H  -2.053  -0.371  2.787
H  -3.694  -1.021  2.863
H  -3.657  1.365  2.684
H  -4.489  0.702  1.296
H  -2.710  2.689  1.023
H  -2.841  1.429  -0.210
H  -0.789  2.937  2.038
H  1.339  3.602  2.688
H  3.569  3.098  3.637
H  4.340  0.728  3.702
H  2.932  -1.068  2.780
O  -0.014  -4.659  -1.423
C  0.157  -3.476  -1.129
O  -0.736  -2.605  -0.900
C  1.600  -2.967  -1.055
C  2.663  -3.893  -1.197
C  3.941  -3.449  -1.081
C  4.180  -2.076  -0.831
C  5.478  -1.536  -0.678
C  5.648  -0.203  -0.431
C  4.528  0.650  -0.334
C  3.261  0.158  -0.478
C  3.060  -1.221  -0.724
N  1.782  -1.690  -0.836
H  2.404  -4.925  -1.382
H  4.785  -4.124  -1.170
H  6.331  -2.201  -0.756
H  6.644  0.205  -0.307
H  4.674  1.704  -0.133
H  2.386  0.791  -0.428

Maximum force, record by record: 0.8, 0.5, 0.3 eV/A
E, record by record: -6282.8168, -3301.6155, -2871.1020 hartree